[1]
This record from the Open Molecules 2025 dataset describes a cluster of 7 separate species, C35H59FO22P in total at a distorted geometry. The level of theory is wB97M-V/def2-TZVPD.

HOMO = -12.056 eV
LUMO energy = -2.6891 eV
Frontier orbital gap = 0.3442 Ha
Net charge = +1
E_tot = -3465.381963 Ha

```
118
C35H59FO22P, DFT wB97M-V/def2-TZVPD
C -0.730 2.381 0.802
C 0.580 2.485 -0.104
C 1.884 2.578 0.828
O 2.152 3.675 1.325
O 2.637 1.392 0.952
C 3.321 1.280 2.211
C 3.125 -0.207 2.833
P 1.353 -0.314 3.437
O 0.600 1.227 3.394
C 0.415 -1.344 2.156
C 0.939 -2.862 2.029
C -0.045 -3.780 1.101
O 0.406 -5.149 1.244
C 1.151 -0.942 5.195
C 2.113 -2.159 5.576
C 3.531 -1.728 6.154
F 1.439 -2.869 6.640
H -0.938 1.289 1.027
H -0.591 2.970 1.759
H -1.647 2.796 0.260
H 0.650 1.612 -0.843
H 0.498 3.419 -0.763
H 3.000 2.015 3.008
H 4.444 1.361 1.999
H 3.914 -0.411 3.616
H 3.308 -0.959 1.987
H -0.340 1.037 3.637
H 0.643 -0.842 1.145
H -0.722 -1.253 2.275
H 1.956 -2.871 1.511
H 0.953 -3.310 3.071
H -1.133 -3.691 1.431
H -0.005 -3.402 0.025
H 1.030 -5.166 2.001
H 1.260 -0.127 5.984
H 0.070 -1.317 5.289
H 2.267 -2.916 4.747
H 3.941 -0.758 5.736
H 4.254 -2.584 5.949
H 3.516 -1.607 7.292
C -5.633 -5.410 2.207
C -5.059 -4.175 2.861
C -4.931 -3.007 1.929
O -3.830 -2.289 2.490
C -3.066 -3.200 3.149
O -1.965 -2.977 3.571
O -3.704 -4.390 3.262
H -5.756 -6.207 2.945
H -6.604 -5.205 1.754
H -4.958 -5.797 1.442
H -5.639 -3.914 3.752
H -5.828 -2.388 1.912
H -4.676 -3.291 0.903
C 2.982 6.442 1.701
C 3.558 7.693 2.328
C 3.683 8.845 1.373
O 4.781 9.574 1.913
C 5.553 8.679 2.591
O 6.648 8.910 3.004
O 4.911 7.485 2.730
H 2.862 5.663 2.456
H 2.008 6.637 1.248
H 3.654 6.037 0.941
H 2.979 7.971 3.216
H 2.785 9.463 1.347
H 3.936 8.540 0.352
C -1.642 -6.270 -2.732
C -2.815 -6.686 -1.871
C -3.865 -7.462 -2.612
O -5.050 -7.147 -1.885
C -4.849 -5.929 -1.316
O -5.706 -5.277 -0.795
O -3.546 -5.547 -1.418
H -0.889 -5.763 -2.124
H -1.176 -7.133 -3.211
H -1.953 -5.559 -3.502
H -2.461 -7.233 -0.991
H -3.676 -8.536 -2.596
H -3.996 -7.139 -3.650
C -0.827 7.057 4.363
C -1.300 7.218 2.934
C -2.650 6.616 2.674
O -2.574 6.279 1.292
C -1.259 6.075 1.008
O -0.854 5.593 -0.008
O -0.466 6.489 2.035
H 0.130 7.565 4.503
H -1.547 7.475 5.069
H -0.659 6.004 4.605
H -1.271 8.274 2.645
H -3.462 7.321 2.855
H -2.839 5.701 3.246
C -0.522 0.068 -5.937
C -0.914 0.119 -4.477
C -0.215 1.198 -3.701
O -0.185 0.654 -2.382
C -0.209 -0.701 -2.516
O -0.001 -1.469 -1.621
O -0.496 -1.064 -3.792
H -1.105 -0.694 -6.458
H -0.692 1.028 -6.428
H 0.528 -0.210 -6.053
H -2.002 0.200 -4.382
H -0.761 2.142 -3.717
H 0.813 1.377 -4.029
C 3.039 -3.636 -9.326
C 2.016 -2.547 -9.565
C 1.815 -1.638 -8.386
O 0.465 -1.212 -8.553
C -0.173 -2.197 -9.247
O -1.356 -2.258 -9.394
O 0.714 -3.102 -9.744
H 3.183 -4.224 -10.235
H 4.003 -3.216 -9.029
H 2.700 -4.332 -8.554
H 2.271 -1.981 -10.467
H 2.493 -0.784 -8.400
H 1.903 -2.147 -7.421
```

Mulliken population analysis, charges in e, atoms 1 to 8:
1 C -0.85
2 C 0.39
3 C 0.26
4 O -0.45
5 O -0.34
6 C -0.81
7 C -0.65
8 P 0.63

***

[2]
This record from the Open Molecules 2025 dataset describes a structure of composition C35H60Al2BeBr2Cl5N3O11P2 at a distorted geometry. The level of theory is wB97M-V/def2-TZVPD.

HOMO = -11.008 eV
LUMO energy = -8.8639 eV
Frontier orbital gap = 0.0788 Ha
Net charge = +2
E_tot = -10991.890155 Ha

```
121
C35H60Al2BeBr2Cl5N3O11P2, DFT wB97M-V/def2-TZVPD
C 4.985 -0.920 1.489
C 5.119 -1.142 -0.050
C 5.338 0.180 -0.839
C 4.293 1.244 -0.404
C 3.828 2.161 -1.575
C 3.105 3.450 -1.054
C 1.840 3.897 -1.844
C 0.860 4.631 -0.866
C -0.631 4.441 -1.235
C -1.216 3.275 -0.366
C -2.765 3.333 -0.540
N -3.407 2.030 -0.491
C -4.598 1.857 0.245
C -4.503 0.771 1.360
C -3.841 1.183 2.683
N -4.980 -0.369 1.180
C -3.196 1.142 -1.545
C -2.376 -0.187 -1.247
C -1.394 -0.189 -0.059
O -1.844 -0.436 1.039
N 0.000 -0.055 -0.127
C 0.604 0.096 -1.443
C 0.574 0.769 0.931
C -2.552 1.771 -2.821
O -1.349 1.686 -3.082
O -3.395 2.368 -3.552
P -4.802 0.488 -2.397
C -4.333 -0.577 -3.825
O -5.661 -0.470 -1.429
H 5.743 -0.190 1.858
H 3.966 -0.540 1.709
H 5.091 -1.892 2.031
H 4.201 -1.651 -0.382
H 5.956 -1.842 -0.187
H 6.355 0.527 -0.599
H 5.293 -0.054 -1.911
H 3.410 0.707 -0.024
H 4.730 1.833 0.431
H 4.761 2.474 -2.083
H 3.249 1.587 -2.307
H 2.902 3.295 0.022
H 3.824 4.315 -1.137
H 1.384 3.081 -2.416
H 2.197 4.649 -2.576
H 1.144 5.725 -0.801
H 1.002 4.196 0.138
H -1.248 5.345 -1.161
H -0.710 4.076 -2.274
H -0.925 3.423 0.682
H -0.792 2.363 -0.798
H -3.078 3.990 0.287
H -3.025 3.932 -1.434
H -4.840 2.774 0.805
H -5.531 1.642 -0.328
H -4.115 2.227 2.905
H -4.202 0.552 3.503
H -2.744 1.130 2.664
H -4.823 -0.938 2.016
H -1.851 -0.554 -2.139
H -3.109 -0.981 -1.018
H 0.165 -0.521 -2.230
H 1.663 -0.226 -1.362
H 0.653 1.133 -1.820
H -0.117 1.489 1.382
H 1.505 1.248 0.588
H 0.885 0.100 1.757
H -5.008 -0.383 -4.669
H -3.285 -0.445 -4.124
H -4.431 -1.619 -3.469
H -5.322 -1.387 -1.367
Be 5.109 4.348 -0.054
C 0.890 -4.284 3.990
C -0.242 -4.900 4.506
C -1.503 -4.524 4.060
C -1.632 -3.537 3.092
C -0.501 -2.922 2.574
C 0.760 -3.293 3.026
H 1.873 -4.576 4.340
H -0.142 -5.675 5.255
H -2.385 -5.001 4.467
H -2.616 -3.248 2.742
H -0.602 -2.154 1.819
H 1.646 -2.809 2.623
C 3.094 7.505 -4.835
C 3.875 7.335 -3.546
O 3.173 7.442 -2.429
O 5.061 7.115 -3.623
H 2.039 7.698 -4.646
H 3.503 8.340 -5.401
H 3.180 6.599 -5.434
O -7.926 -4.874 0.695
P -7.295 -3.487 0.712
O -5.829 -3.596 1.121
O -8.028 -2.604 1.712
O -7.393 -2.871 -0.678
C 9.679 1.673 -0.359
Cl 10.582 2.467 -1.642
Cl 10.675 1.545 1.086
Cl 8.223 2.639 0.024
Cl 9.182 0.057 -0.889
C 4.736 -5.618 0.290
C 5.671 -4.987 1.285
O 5.276 -4.155 2.083
C 7.109 -5.427 1.256
H 3.735 -5.211 0.424
H 5.072 -5.401 -0.726
H 4.700 -6.696 0.445
H 7.548 -5.202 0.283
H 7.174 -6.498 1.453
H 7.667 -4.895 2.025
Br -13.092 -7.362 0.756
C -11.519 -6.640 1.647
C -11.719 -5.201 2.040
Br -11.560 -4.017 0.506
H -10.680 -6.781 0.973
H -11.382 -7.260 2.531
H -10.938 -4.881 2.728
H -12.691 -5.011 2.486
Al 3.074 6.577 -0.763
Al 5.448 -0.797 3.790
Cl 5.689 4.449 2.246
```

Mulliken population analysis, charges in e, atoms 1 to 8:
1 C -0.37
2 C -0.62
3 C -0.46
4 C 1.44
5 C -1.54
6 C -0.78
7 C -0.94
8 C -0.23

***

> Which of these has the highest frontier orbital gap?

C35H59FO22P

***

> Which of these has the highest HOMO?

C35H60Al2BeBr2Cl5N3O11P2

***

> Number 1 is which compound?

C35H59FO22P

***

> Which value of frontier orbital gap does entry 1 give?

0.3442 Ha